This record from the Open Molecules 2025 dataset describes C10H6Cl2N2OS in the gas phase at a distorted geometry. The level of theory is the ωB97M-V functional and the def2-TZVPD basis.

- E_HOMO: -8.53 eV
- LUMO energy: -0.923 eV
- SMILES: Oc1c(Cl)cc(Cl)cc1/C=N/c1nccs1

```
! wB97M-V def2-TZVPD RIJCOSX def2/J DEFGRID3
* xyz 0 1
O -1.98311 1.13024 0.20130
C -1.05431 1.53090 -0.65765
C -1.30046 2.66386 -1.45138
Cl -2.80455 3.47913 -1.26739
C -0.37102 3.12519 -2.36060
C 0.84207 2.45488 -2.49839
Cl 1.99930 3.03792 -3.63753
C 1.12137 1.34129 -1.73964
C 0.18348 0.86438 -0.81299
C 0.50058 -0.30041 -0.03501
N -0.32679 -0.78030 0.83021
C -0.03404 -1.87606 1.56337
N 1.03954 -2.59977 1.54810
C 0.97147 -3.61708 2.42074
C -0.18377 -3.69771 3.14202
S -1.25532 -2.43193 2.71189
H -1.64413 0.32610 0.67050
H -0.58596 3.99688 -2.95691
H 2.06271 0.82669 -1.85136
H 1.47232 -0.76544 -0.20592
H 1.80545 -4.29060 2.50017
H -0.45482 -4.41816 3.88646
*
```

This record from the Open Molecules 2025 dataset describes a 2-piece molecular cluster, C5H16N2O overall at a distorted geometry. The level of theory is the ωB97M-V functional and the def2-TZVPD basis.

- E_HOMO: -7.76 eV
- LUMO energy: 0.611 eV
- SMILES: CC[C@H](C)NCN.O
- Energy relative to the best compared isomer or geometry (same formula, charge and spin): 75.99 kJ/mol

```
! wB97M-V def2-TZVPD RIJCOSX def2/J DEFGRID3
* xyz 0 1
C 1.23064 -1.22456 2.21361
C 0.99249 -0.76356 0.75353
C -0.22808 0.13558 0.55843
C -1.51879 -0.65391 0.83297
N -0.21865 0.67505 -0.78143
C -0.27117 2.06296 -1.09498
N 1.00125 2.79382 -1.11503
H 1.81850 -2.14258 2.18846
H 1.65819 -0.43901 2.83670
H 0.31790 -1.54779 2.72845
H 1.85753 -0.12732 0.57432
H 0.97105 -1.62375 0.08364
H -0.11675 0.92974 1.29688
H -1.41536 -1.64748 0.40487
H -1.68396 -0.81035 1.90395
H -2.39150 -0.12523 0.44973
H -0.02179 0.01094 -1.51122
H -0.68224 2.11208 -2.10618
H -0.87588 2.60206 -0.37365
H 1.78432 2.29706 -1.50290
H 1.20871 3.23309 -0.22965
O -0.95844 -1.60382 -2.55325
H -1.15116 -1.77225 -3.47996
H -1.30680 -2.37078 -2.07730
*
```

This record from the Open Molecules 2025 dataset describes C22H26N4O3 in the gas phase. The level of theory is the ωB97M-V functional and the def2-TZVPD basis.

- E_HOMO: -8.11 eV
- LUMO energy: 0.553 eV
- SMILES: CC(C)COc1ccc(C(=O)N[C@@H](Cc2c[nH]c3ccccc23)C(=O)NN)cc1
- Energy relative to the best compared isomer or geometry (same formula, charge and spin): 189.75 kJ/mol

```
! wB97M-V def2-TZVPD RIJCOSX def2/J DEFGRID3
* xyz 0 1
C -6.18730 -0.89971 0.82074
C -6.76421 0.49028 0.56574
C -8.20523 0.38964 0.07253
C -5.92976 1.28352 -0.45209
O -4.66227 1.65049 0.05805
C -3.54897 0.91802 -0.18036
C -3.44961 -0.20164 -1.00346
C -2.23257 -0.83318 -1.16589
C -1.09265 -0.38842 -0.50627
C 0.18288 -1.11134 -0.72589
O 0.43499 -1.70553 -1.76768
N 1.04433 -1.08923 0.31095
C 2.40630 -1.57954 0.22586
C 3.26982 -0.87264 1.27545
C 3.10523 0.60746 1.19064
C 2.39031 1.40868 2.03290
N 2.42192 2.70641 1.59381
C 3.16466 2.76748 0.45001
C 3.48619 3.84859 -0.36079
C 4.26487 3.60253 -1.47042
C 4.71706 2.31412 -1.77006
C 4.40145 1.23923 -0.97094
C 3.61199 1.45680 0.15815
C 2.43271 -3.10522 0.43377
O 2.88276 -3.64942 1.42643
N 1.90082 -3.77170 -0.60193
N 1.67134 -5.16275 -0.53119
C -1.18736 0.74342 0.30309
C -2.39419 1.38562 0.45900
H -5.15822 -0.83775 1.16685
H -6.77171 -1.41049 1.58262
H -6.21481 -1.49960 -0.08674
H -6.74619 1.05246 1.50560
H -8.24569 -0.14164 -0.87620
H -8.81194 -0.15171 0.79376
H -8.63773 1.37743 -0.06763
H -5.84621 0.73524 -1.39453
H -6.43203 2.23535 -0.65642
H -4.30861 -0.59321 -1.52382
H -2.15116 -1.69575 -1.80981
H 0.77341 -0.66228 1.18196
H 2.76562 -1.36401 -0.78784
H 4.31111 -1.15308 1.10985
H 2.98004 -1.23424 2.26409
H 1.86777 1.15152 2.93602
H 1.99752 3.49075 2.05806
H 3.13888 4.84432 -0.12644
H 4.53504 4.41948 -2.12300
H 5.32719 2.16690 -2.64901
H 4.76024 0.24881 -1.20807
H 1.38534 -3.26580 -1.32499
H 1.85406 -5.43602 0.43630
H 2.35235 -5.64520 -1.11953
H -0.30869 1.14748 0.78542
H -2.48019 2.26826 1.07343
*
```

This record from the Open Molecules 2025 dataset describes C28H36N3 as an isolated structure at a distorted geometry. The level of theory is the ωB97M-V functional and the def2-TZVPD basis.

- E_HOMO: -10.10 eV
- LUMO energy: -4.436 eV
- Energy relative to the best compared isomer or geometry (same formula, charge and spin): 344.16 kJ/mol

```
! wB97M-V def2-TZVPD RIJCOSX def2/J DEFGRID3
* xyz 1 1
C -3.89799 -0.04912 1.99636
C -3.17755 1.11127 2.67161
C -1.70268 1.21986 2.28369
N -0.98241 -0.04748 2.40218
C 0.36992 -0.01403 2.48053
C 1.26417 1.04930 2.54486
C 2.64048 0.60943 2.29904
C 2.58599 -0.92524 2.46290
C 1.10156 -1.33104 2.37428
C -1.64436 -1.23938 1.85774
C -3.13435 -1.35205 2.20190
H -4.90561 -0.14741 2.41282
H -4.00533 0.14958 0.92232
H -3.66625 2.05436 2.40985
H -3.24222 0.99263 3.75872
H -1.63490 1.60213 1.24478
H -1.21014 1.95556 2.93095
H 0.98176 2.09872 2.61103
H 2.99261 0.89124 1.28978
H 3.38742 1.15490 3.03174
H 3.23148 -1.46445 1.75829
H 2.93361 -1.18223 3.46818
H 0.84148 -2.03930 3.18498
H 0.89336 -1.84516 1.41493
H -1.54459 -1.27009 0.75548
H -1.16455 -2.14643 2.23827
H -3.23499 -1.67737 3.24741
H -3.57694 -2.13946 1.57669
C 6.13351 8.19621 3.87862
N 5.13268 7.25881 4.33814
C 3.95756 7.88301 4.91894
C 5.23768 5.87647 4.16093
C 5.44599 5.02109 5.26992
C 5.32923 3.64104 5.12545
C 4.87532 3.06441 3.91605
C 4.51011 1.62088 3.73125
C 4.54555 0.81600 4.92328
C 4.87011 -0.59400 4.97621
C 5.47250 -1.50064 4.11110
C 5.49666 -2.85478 4.47528
C 4.94740 -3.29700 5.69491
C 4.42349 -2.37907 6.61986
C 4.45635 -1.04646 6.25932
N 3.95067 0.05790 6.96028
C 3.33675 0.03301 8.27268
C 4.01984 1.16779 6.17218
C 4.88540 3.90224 2.77940
C 5.05796 5.27836 2.88632
H 7.01151 7.66157 3.50063
H 5.73081 8.84382 3.08642
H 6.43969 8.84574 4.71224
H 3.23643 7.11230 5.21869
H 4.24288 8.48507 5.79562
H 3.48407 8.55557 4.18360
H 5.68840 5.46710 6.23645
H 5.62489 3.01744 5.96907
H 5.11284 1.21359 2.89702
H 5.92860 -1.14362 3.18791
H 5.93641 -3.58893 3.79767
H 4.94705 -4.36082 5.93237
H 3.98446 -2.68322 7.57378
H 3.25298 -1.00945 8.59218
H 3.93573 0.59913 9.00458
H 2.33585 0.49204 8.22176
H 3.73439 2.16004 6.51622
H 4.79446 3.44094 1.79605
H 4.97447 5.92320 2.00871
*
```

This record from the Open Molecules 2025 dataset describes a 4-piece molecular cluster, C44H60BN5O8PS2 overall at a distorted geometry. The level of theory is the ωB97M-V functional and the def2-TZVPD basis.

- E_HOMO: -4.80 eV
- LUMO energy: 1.793 eV

```
! wB97M-V def2-TZVPD RIJCOSX def2/J DEFGRID3
* xyz -1 1
N 9.09453 -3.93746 -0.66847
C 8.16057 -3.95845 -1.53860
N 8.23355 -4.74988 -2.75643
N 7.00283 -3.19102 -1.40744
C 5.86088 -3.95340 -0.84884
C 4.50927 -3.44343 -1.37730
C 4.26493 -2.02460 -0.83944
C 2.93431 -1.38997 -1.29577
P 1.40635 -1.56229 -0.19344
N 0.61861 -0.22452 -1.11357
S 2.19501 -3.35437 0.97237
C 1.95765 -0.42464 1.23929
C 2.96690 0.69530 0.95504
C 2.50831 1.87118 0.07229
C 1.33712 2.68626 0.57894
C 0.83596 3.65641 -0.27214
C -0.21949 4.45135 0.07407
C -0.83428 4.27466 1.30067
C -0.35792 3.33330 2.16913
C 0.72923 2.56271 1.80503
O 0.73372 -2.64752 -1.44468
C -0.34803 -3.42361 -0.98911
C -1.28329 -4.01270 -2.05285
C -2.10323 -3.05670 -2.94060
C -1.45127 -1.69940 -3.26500
S -2.23363 -1.01280 -4.73620
O -1.87667 -1.78326 -5.87900
O -1.95254 0.38415 -4.80846
O -3.82071 -1.20154 -4.49169
C -0.94699 -2.80225 0.30883
O -1.08991 -3.64275 1.52559
C -1.48105 -4.92912 1.32719
O -0.69933 -5.84703 1.14118
C -2.95050 -5.29881 1.42830
C -3.76705 -4.86117 2.44888
C -5.07036 -5.28034 2.49749
C -5.59504 -6.13938 1.56336
C -4.78247 -6.56390 0.52640
C -3.48265 -6.14174 0.48395
B -2.35659 -2.00244 0.25228
N -2.40891 -0.57821 0.60781
O -3.55623 -2.59995 -0.16426
O -0.07242 -1.80569 0.74802
H 9.84842 -4.54901 -0.97539
H 8.75109 -5.59031 -2.51935
H 8.79876 -4.22910 -3.42041
H 7.24938 -2.45977 -0.74891
H 5.96389 -5.03309 -1.00070
H 5.86408 -3.80987 0.24191
H 4.60513 -3.42864 -2.47027
H 3.71781 -4.14221 -1.09169
H 5.06227 -1.43008 -1.32465
H 4.48485 -1.94425 0.22917
H 2.67570 -1.87665 -2.24425
H 3.14293 -0.35225 -1.57380
H 0.74375 -0.35615 -2.10506
H -0.35397 -0.12714 -0.85479
H 1.57234 -3.29072 2.16201
H 1.04090 -0.05226 1.70154
H 2.40462 -1.07891 1.98995
H 3.93019 0.35481 0.55937
H 3.22652 1.15057 1.92900
H 2.31869 1.58141 -0.96246
H 3.36221 2.57084 0.01618
H 1.29073 3.82761 -1.24593
H -0.60753 5.22485 -0.58224
H -1.69125 4.88411 1.57955
H -0.80779 3.16417 3.14284
H 1.09130 1.82903 2.51761
H 0.19333 -4.33058 -0.65094
H -1.99935 -4.64915 -1.51718
H -0.67883 -4.67571 -2.67920
H -3.08789 -2.88269 -2.49579
H -2.30637 -3.56030 -3.89575
H -0.38792 -1.79131 -3.48392
H -1.65780 -1.00477 -2.44737
H -4.02625 -0.85197 -3.61083
H -3.40532 -4.20373 3.23405
H -5.73939 -4.97703 3.29972
H -6.61743 -6.49839 1.61211
H -5.19107 -7.25186 -0.20621
H -2.86363 -6.51141 -0.32981
H -2.45776 -0.44312 1.61203
H -3.19391 -0.12179 0.15405
H -4.21136 -2.36914 0.50566
C -0.69308 7.16312 5.02312
C -0.55037 7.40884 6.38227
C 0.37569 6.68748 7.12457
C 1.16412 5.72637 6.50499
C 1.02266 5.48279 5.14463
C 0.09231 6.19808 4.40479
H -1.41643 7.72394 4.44407
H -1.16096 8.16305 6.86382
H 0.48353 6.87460 8.18581
H 1.88912 5.16677 7.08280
H 1.63754 4.73443 4.65966
H -0.02047 6.00470 3.34581
C -6.00954 -2.73575 -6.34087
C -6.66981 -2.60299 -5.12677
C -8.03814 -2.82652 -5.05109
C -8.74644 -3.19208 -6.18807
C -8.08641 -3.32849 -7.40126
C -6.71928 -3.09661 -7.47829
H -4.94372 -2.55815 -6.39979
H -6.11715 -2.32464 -4.23979
H -8.55327 -2.71660 -4.10468
H -9.81305 -3.37076 -6.12785
H -8.63811 -3.61524 -8.28828
H -6.20538 -3.19813 -8.42591
C 3.37051 8.62979 3.77829
C 2.19194 9.05277 4.37730
C 1.74495 10.35304 4.18723
C 2.47156 11.22830 3.39062
C 3.64843 10.80392 2.78888
C 4.10017 9.50581 2.98579
H 3.71989 7.61601 3.92914
H 1.62265 8.36956 4.99164
H 0.82824 10.68434 4.65990
H 2.12002 12.24150 3.23862
H 4.21442 11.48565 2.16602
H 5.02058 9.17617 2.52020
*
```

Table of DFT total energy (a.u.), in record order: -1888.0054; -384.8291; -1298.7149; -1252.4852; -3751.0214